[1]
{
  "formula": "C36H55CdN4OP2Se",
  "method": "ωB97M-V/def2-TZVPD",
  "charge": 1,
  "e_homo_ha": -0.29946,
  "elements": ["C", "C", "C", "C", "C", "H", "H", "H", "N", "P", "P", "C", "H", "H", "C", "H", "C", "C", "C", "C", "C", "H", "H", "H", "C", "H", "H", "H", "C", "H", "H", "H", "C", "H", "H", "H", "C", "H", "H", "H", "C", "H", "H", "H", "C", "H", "H", "H", "C", "H", "H", "H", "C", "H", "H", "H", "C", "H", "H", "H", "C", "H", "H", "H", "C", "H", "H", "H", "Cd", "C", "O", "N", "C", "C", "C", "C", "C", "H", "C", "H", "C", "H", "H", "H", "C", "N", "C", "C", "N", "C", "C", "Se", "H", "H", "H", "H", "H", "H", "H", "H"],
  "positions_angstrom": [[-1.5710, -1.5307, -2.2713], [0.6034, -2.2300, -1.7176], [-1.6485, -2.3987, -3.3606], [0.5077, -3.2522, -2.7140], [-0.6137, -3.3308, -3.5284], [-2.5133, -2.3407, -4.0241], [1.3570, -3.9178, -2.8330], [-0.6948, -4.1040, -4.2947], [-0.5437, -1.5485, -1.4197], [-2.8212, -0.1593, -0.2131], [2.5264, -0.6309, -0.1397], [-2.6213, -0.4449, -2.0187], [-2.2461, 0.4942, -2.4602], [-3.5711, -0.6756, -2.5217], [1.8706, -1.8704, -1.1843], [2.6783, -2.5457, -1.5242], [3.8489, 0.0964, -1.3737], [3.4523, -1.4079, 1.3793], [-3.6767, 1.5332, -0.1649], [-3.8791, -1.6515, 0.2761], [3.9169, 1.5932, -1.0255], [4.3212, 1.7587, -0.0171], [4.5801, 2.0982, -1.7424], [2.9294, 2.0672, -1.0810], [5.2334, -0.5607, -1.2820], [5.7173, -0.4534, -0.3059], [5.1924, -1.6229, -1.5603], [5.8869, -0.0691, -2.0201], [3.3785, -0.1108, -2.8199], [4.0238, 0.4738, -3.4918], [3.4455, -1.1631, -3.1223], [2.3531, 0.2266, -2.9798], [4.3409, -0.3252, 2.0179], [3.7538, 0.5681, 2.2832], [4.7813, -0.7339, 2.9423], [5.1733, -0.0050, 1.3790], [2.4039, -1.8382, 2.4168], [1.7962, -0.9920, 2.7626], [1.7409, -2.6222, 2.0316], [2.9301, -2.2472, 3.2955], [4.2396, -2.6457, 0.9535], [5.0329, -2.4283, 0.2332], [4.7243, -3.0640, 1.8486], [3.5751, -3.4081, 0.5263], [-4.4235, -1.4038, 1.6941], [-4.9841, -2.2978, 2.0069], [-3.6220, -1.2457, 2.4311], [-5.1190, -0.5533, 1.7288], [-2.9934, -2.9135, 0.2765], [-2.6561, -3.1685, -0.7331], [-2.1176, -2.8095, 0.9245], [-3.5980, -3.7515, 0.6523], [-5.0226, -1.9087, -0.7087], [-5.6175, -2.7425, -0.3081], [-5.6892, -1.0492, -0.8284], [-4.6496, -2.2137, -1.6941], [-2.8480, 2.5278, -1.0005], [-2.9188, 2.3299, -2.0770], [-3.2454, 3.5389, -0.8291], [-1.7877, 2.5273, -0.7084], [-3.6912, 2.0177, 1.2934], [-2.6736, 2.1997, 1.6689], [-4.2382, 2.9705, 1.3314], [-4.1987, 1.3174, 1.9689], [-5.1019, 1.4398, -0.7190], [-5.1308, 1.0386, -1.7418], [-5.7676, 0.8499, -0.0746], [-5.5135, 2.4595, -0.7570], [-0.3558, -0.1516, 0.7487], [-0.8722, -1.5777, 2.3975], [-1.0113, -2.3254, 3.2631], [0.5441, 0.9652, -0.8694], [0.6545, 1.2410, -2.0137], [0.5873, 2.1039, -3.1534], [0.3685, 3.4854, -2.9651], [0.7744, 1.6006, -4.4569], [0.4368, 4.3600, -4.0536], [0.1577, 3.8630, -1.9578], [0.8712, 2.4885, -5.5298], [0.8445, 0.5167, -4.5939], [0.7085, 3.8619, -5.3329], [0.2761, 5.4291, -3.8932], [1.0678, 2.0895, -6.5283], [0.7729, 4.5439, -6.1863], [2.6733, 1.9025, 4.5613], [1.4472, 1.1614, 4.7885], [1.1535, 0.4946, 5.9669], [-0.1428, 0.1076, 5.8988], [-0.6234, 0.4955, 4.6591], [-2.0422, 0.5113, 4.3359], [0.3509, 1.1724, 3.9654], [0.2248, 2.0400, 2.3295], [2.8802, 2.5357, 5.4339], [2.5510, 2.5319, 3.6745], [3.5194, 1.2193, 4.4171], [1.8771, 0.4013, 6.7538], [-0.7801, -0.3735, 6.6217], [-2.4953, -0.4411, 4.6472], [-2.5351, 1.3364, 4.8815], [-2.1908, 0.6714, 3.2587]]
}


[2]
{
  "formula": "C35H36NO4P3V",
  "method": "ωB97M-V/def2-TZVPD",
  "e_homo_ha": [-0.25032, -0.28859],
  "spin_multiplicity": 4,
  "s_squared": 3.772,
  "elements": ["V", "C", "C", "C", "C", "C", "C", "P", "C", "C", "C", "C", "C", "C", "C", "C", "C", "C", "C", "C", "C", "C", "C", "C", "H", "H", "H", "H", "H", "H", "H", "H", "H", "H", "H", "H", "H", "H", "H", "H", "C", "P", "C", "C", "C", "P", "C", "C", "H", "H", "H", "H", "H", "H", "H", "H", "H", "H", "H", "H", "H", "H", "H", "H", "O", "C", "O", "C", "C", "C", "C", "C", "C", "N", "O", "O", "H", "H", "H", "H"],
  "positions_angstrom": [[-0.9026, 0.1970, 0.3377], [5.5127, 1.2066, -1.4972], [4.4059, 2.0418, -1.4691], [3.2115, 1.5838, -0.9276], [3.1020, 0.2988, -0.4031], [4.2180, -0.5381, -0.4487], [5.4138, -0.0853, -0.9912], [1.5354, -0.2046, 0.4049], [1.6101, -2.0297, 0.1886], [1.6642, -2.5451, -1.1066], [1.5847, -3.9129, -1.3248], [1.4418, -4.7813, -0.2479], [1.3815, -4.2730, 1.0406], [1.4608, -2.9019, 1.2588], [1.8559, 0.0207, 2.1910], [3.1046, 0.0811, 2.7474], [3.2579, 0.1845, 4.1487], [2.1592, 0.1968, 4.9562], [0.8502, 0.1469, 4.4111], [-0.2936, 0.1519, 5.2487], [-1.5344, 0.1332, 4.6891], [-1.6880, 0.1511, 3.2785], [-0.6307, 0.1512, 2.3823], [0.6786, 0.1004, 3.0020], [6.4479, 1.5576, -1.9162], [4.4678, 3.0459, -1.8726], [2.3501, 2.2322, -0.9265], [4.1566, -1.5468, -0.0580], [6.2721, -0.7465, -1.0177], [1.7674, -1.8745, -1.9540], [1.6248, -4.3010, -2.3357], [1.3697, -5.8494, -0.4156], [1.2590, -4.9436, 1.8820], [1.3866, -2.5106, 2.2661], [3.9885, 0.0395, 2.1231], [4.2524, 0.2414, 4.5757], [2.2721, 0.2542, 6.0344], [-0.1631, 0.1613, 6.3261], [-2.4129, 0.1185, 5.3259], [-2.7066, 0.1793, 2.9057], [-4.5664, -0.4746, 0.8352], [-3.2872, 0.6177, 0.1296], [-3.9257, 0.7676, -1.5855], [-3.6498, 2.2857, 0.7938], [-2.5829, 3.2519, 0.2594], [-0.8758, 2.5755, 0.5422], [-0.4664, 3.3315, 2.1567], [0.0625, 3.6950, -0.5702], [-5.5612, -0.1504, 0.5277], [-4.5096, -0.4894, 1.9219], [-4.3852, -1.4902, 0.4778], [-4.9416, 1.1663, -1.5741], [-3.9416, -0.2189, -2.0511], [-3.2893, 1.4112, -2.1919], [-3.5933, 2.2239, 1.8837], [-4.6599, 2.6018, 0.5275], [-2.6649, 4.2365, 0.7216], [-2.7025, 3.3884, -0.8183], [-0.5682, 4.4175, 2.1113], [0.5574, 3.0696, 2.4303], [-1.1216, 2.9248, 2.9274], [-0.2522, 4.7335, -0.4483], [-0.0775, 3.3970, -1.6103], [1.1194, 3.6311, -0.3321], [-2.4541, -3.2928, -0.8880], [-1.7766, -2.2990, -1.0226], [-1.3004, -1.5703, -0.0647], [-1.4470, -1.8132, -2.4372], [-0.9130, -0.5580, -2.7001], [-0.6947, -0.1340, -4.0024], [-1.0068, -0.9915, -5.0300], [-1.5204, -2.2497, -4.8117], [-1.7440, -2.6530, -3.5024], [-0.7770, -0.5323, -6.4328], [-0.9994, -1.3234, -7.3218], [-0.3891, 0.6058, -6.5881], [-0.6345, 0.1521, -1.9179], [-0.2858, 0.8416, -4.2258], [-1.7460, -2.8899, -5.6533], [-2.1595, -3.6264, -3.2775]]
}


[3]
{
  "formula": "C4H12",
  "method": "ωB97M-V/def2-TZVPD",
  "charge": -1,
  "e_homo_ha": [0.05561, -0.26967],
  "spin_multiplicity": 2,
  "s_squared": 0.750,
  "elements": ["C", "C", "H", "H", "H", "H", "H", "H", "C", "C", "H", "H", "H", "H", "H", "H"],
  "positions_angstrom": [[1.3290, -1.5782, 1.5981], [1.3429, -0.1507, 2.1272], [2.0702, -2.1210, 2.1912], [0.4488, -2.1436, 2.0201], [1.2761, -1.6688, 0.5141], [2.2809, 0.3005, 1.7505], [1.5162, -0.1181, 3.1988], [0.5864, 0.5382, 1.7700], [-1.7379, 0.6982, -1.2766], [-1.0074, 1.0507, -2.5585], [-1.0789, 0.3319, -0.4772], [-2.2435, 1.5789, -0.9436], [-2.4932, -0.1042, -1.2473], [0.0228, 1.4805, -2.4665], [-0.6583, 0.1590, -3.0991], [-1.6538, 1.7467, -3.1010]]
}


Calculated values (eV) of ΔE to the lowest compared entry with this formula, charge and spin for the records, taken in order: 0.0000; 0.0759; 0.6989.